DFT (ωB97M-V/def2-TZVPD) results for a cluster of 2 separate species, C2H9NS in total.

CARTESIAN COORDINATES (ANGSTROEM)
1 C -1.035 -0.911 -0.885
2 N 0.045 -0.262 -0.127
3 C -0.126 -0.482 1.337
4 H -1.025 -1.998 -0.756
5 H -1.006 -0.646 -1.939
6 H -2.002 -0.570 -0.518
7 H 0.893 -0.721 -0.450
8 H -0.533 -1.462 1.578
9 H 0.875 -0.336 1.735
10 H -0.783 0.322 1.654
11 S 1.685 2.819 -0.133
12 H 2.436 2.026 -0.879
13 H 0.576 2.221 -0.619

LUMO level   0.95 eV
Multiplicity   1
SMILES   CNC.S

Results of the Mulliken charge analysis, in e, for atoms 1 through 4:
1 C -0.933
2 N -0.221
3 C -0.906
4 H 0.330